{"formula": "C5H10NOS", "method": "ωB97M-V/def2-TZVPD", "species": ["C", "N", "H", "C", "H", "C", "H", "H", "S", "C", "H", "H", "H", "C", "H", "O", "H", "H"], "xyz": [[-2.138, 0.414, 1.316], [0.959, -0.102, -0.496], [1.264, 0.611, -2.461], [-0.601, 0.430, 1.390], [1.173, -1.893, -1.468], [1.812, 0.487, -1.514], [-0.335, -0.549, 1.790], [-2.448, 0.383, 2.371], [-2.712, -1.073, 0.417], [0.109, 0.824, 0.113], [2.650, -0.146, -1.801], [-0.143, 1.151, 2.090], [0.829, -2.110, 0.181], [0.542, -1.469, -0.689], [2.179, 1.428, -1.122], [0.033, 1.961, -0.304], [-2.627, 1.270, 0.858], [-0.543, -1.617, -0.672]], "total_energy_ev": -19720.7268, "charge": -1, "de_lowest_kj_mol": 79.0}

{"formula": "C6H17ClN2Si", "method": "ωB97M-V/def2-TZVPD", "species": ["N", "C", "H", "H", "Cl", "H", "H", "H", "N", "H", "H", "H", "H", "C", "H", "H", "H", "H", "H", "C", "Si", "C", "C", "C", "H", "H", "H"], "xyz": [[1.774, 1.425, -0.715], [-1.149, 0.411, 1.340], [2.240, 1.795, -1.521], [2.327, -0.824, -2.175], [2.654, -0.698, 1.264], [-2.237, 0.521, 1.303], [-1.228, -1.817, 1.880], [-2.245, 0.851, -0.956], [-0.525, 0.225, 0.006], [1.714, 1.750, 1.211], [2.072, -2.263, -1.121], [2.404, 3.257, 0.432], [0.718, 2.912, 0.358], [-0.873, -0.822, 2.279], [0.218, -0.904, 2.434], [-1.184, -2.035, -1.089], [-0.941, 0.412, -2.084], [-2.626, -1.335, -0.167], [-0.827, 1.320, 1.710], [-1.440, 0.100, -1.144], [1.142, -0.088, -0.189], [-2.003, -1.319, -1.132], [1.704, 2.426, 0.424], [1.662, -1.351, -1.529], [-1.447, -0.587, 3.225], [0.802, -1.822, -2.094], [-2.708, -1.540, -1.949]], "total_energy_ev": -29879.3815, "de_lowest_kj_mol": 51.8}

{"formula": "C56H56F8O4S2", "method": "ωB97M-V/def2-TZVPD", "species": ["C", "H", "C", "H", "H", "C", "C", "F", "C", "C", "O", "H", "F", "H", "F", "C", "H", "F", "H", "H", "H", "C", "H", "H", "H", "C", "H", "F", "H", "C", "H", "H", "H", "C", "C", "C", "H", "C", "C", "C", "H", "H", "H", "H", "H", "C", "H", "C", "C", "C", "C", "C", "H", "H", "C", "C", "C", "C", "H", "C", "C", "H", "H", "C", "C", "H", "C", "H", "O", "H", "H", "H", "C", "H", "C", "H", "C", "H", "H", "C", "C", "C", "C", "H", "H", "C", "F", "H", "C", "C", "C", "C", "C", "H", "C", "H", "O", "H", "C", "C", "C", "H", "S", "F", "C", "C", "C", "H", "C", "H", "H", "S", "C", "H", "C", "H", "F", "H", "H", "H", "O", "H", "H", "C", "H", "C"], "xyz": [[9.155, -14.670, -25.564], [17.612, -11.322, -26.949], [14.219, -18.106, -33.721], [18.701, -13.610, -24.378], [20.685, -17.038, -28.298], [14.120, -10.919, -27.017], [17.082, -19.137, -22.238], [10.631, -10.076, -27.603], [16.661, -13.690, -30.698], [13.011, -20.175, -33.346], [20.762, -14.086, -27.049], [17.664, -19.060, -21.152], [15.275, -19.758, -25.797], [14.677, -11.281, -26.030], [10.578, -12.837, -28.395], [10.037, -18.050, -28.341], [20.702, -18.034, -26.121], [10.612, -21.680, -28.640], [6.919, -15.333, -28.185], [18.770, -16.360, -30.157], [15.705, -13.254, -30.523], [13.818, -10.587, -29.345], [11.810, -10.196, -29.951], [17.411, -11.642, -31.337], [17.377, -20.941, -25.074], [7.865, -15.167, -26.182], [10.887, -13.671, -25.832], [14.767, -13.659, -25.609], [8.872, -19.648, -29.154], [15.014, -16.982, -27.926], [12.215, -20.544, -31.317], [9.317, -15.050, -24.560], [14.812, -17.968, -28.409], [8.548, -14.044, -28.281], [18.366, -15.399, -30.408], [10.732, -20.336, -28.327], [18.689, -20.674, -22.964], [13.840, -14.861, -27.418], [12.636, -19.790, -32.013], [15.688, -15.784, -26.005], [11.386, -16.660, -27.427], [14.554, -22.092, -27.608], [18.007, -11.438, -24.585], [13.589, -16.187, -29.253], [14.277, -19.615, -35.176], [17.706, -12.852, -31.176], [13.872, -20.301, -29.446], [15.256, -21.763, -28.387], [18.994, -13.200, -31.214], [16.528, -22.347, -28.395], [12.146, -18.616, -27.336], [13.748, -19.420, -34.174], [15.627, -17.780, -21.664], [12.893, -18.183, -30.500], [17.721, -19.994, -23.131], [11.915, -10.420, -27.874], [13.020, -18.418, -31.594], [11.984, -19.923, -27.699], [12.280, -11.030, -25.916], [20.016, -18.534, -26.932], [17.302, -20.802, -30.049], [9.151, -17.311, -28.535], [22.690, -18.652, -28.094], [19.524, -13.254, -24.920], [18.887, -11.827, -25.126], [19.286, -11.292, -27.073], [14.647, -10.862, -28.273], [18.475, -13.122, -28.381], [20.913, -21.307, -29.232], [14.788, -17.475, -34.335], [8.373, -13.700, -29.362], [18.422, -22.303, -29.294], [10.064, -13.949, -26.384], [12.623, -20.651, -27.502], [21.755, -18.958, -28.624], [15.716, -10.884, -28.177], [14.757, -14.829, -26.295], [16.347, -15.449, -25.282], [17.242, -13.333, -27.094], [15.301, -18.574, -23.679], [14.060, -16.021, -28.232], [19.971, -20.058, -27.058], [18.548, -11.951, -26.688], [19.759, -12.707, -31.580], [14.144, -10.372, -30.445], [13.806, -17.649, -32.473], [20.653, -14.891, -30.775], [7.165, -15.904, -25.580], [20.565, -18.117, -28.321], [11.155, -17.687, -27.622], [15.905, -19.489, -24.601], [17.533, -21.824, -29.177], [9.736, -19.414, -28.662], [16.244, -15.725, -29.753], [15.900, -18.438, -22.413], [19.948, -18.295, -29.253], [22.297, -21.168, -27.197], [12.771, -21.163, -33.702], [12.478, -10.348, -29.161], [18.345, -13.207, -27.212], [7.652, -14.870, -27.511], [21.953, -18.870, -29.594], [19.419, -14.206, -26.377], [16.906, -23.264, -27.472], [17.070, -14.932, -30.292], [14.911, -20.766, -29.429], [17.013, -20.170, -24.345], [13.061, -14.249, -27.551], [9.776, -13.702, -27.717], [16.383, -17.877, -26.542], [15.738, -19.515, -30.609], [21.324, -20.568, -28.096], [15.768, -16.986, -26.729], [12.969, -18.187, -26.756], [12.749, -10.866, -26.806], [19.725, -11.117, -25.017], [14.410, -16.590, -31.910], [14.378, -18.105, -23.874], [20.013, -20.489, -25.991], [18.068, -20.454, -30.647], [18.953, -15.542, -26.123], [18.879, -18.161, -26.741], [19.174, -20.645, -27.373], [19.372, -14.510, -30.695], [20.354, -13.301, -24.327], [15.980, -20.305, -30.149]], "total_energy_ev": -110568.1957, "de_lowest_kj_mol": 0.0}

Ordered E_LUMO results: 0.133, 0.033, 0.009; unit Eh.
Ordered orbital gap results: 6.211, 9.223, 9.390; unit eV.